w) Molecular formula: CN2O3S
Method: DFT, ωB97M-V/def2-TZVPD

Last column: Mulliken charge in e.
Positions of all 7 atoms, in Å:
1 C 1.41 0.40 -0.01  0.25
2 N 2.45 0.85 -0.15  -0.31
3 N -1.97 0.45 0.68  0.24
4 O -2.41 0.57 -0.38  -0.05
5 O 0.48 -1.64 0.92  -0.51
6 O -0.42 -0.90 -1.26  -0.46
7 S -0.09 -0.63 0.09  0.85

Results
Gap between HOMO and LUMO (alpha / beta): 7.96 / 7.96 eV
Net charge: 0
E_LUMO (alpha / beta): -2.6232 / -2.6221 eV

***

x) Molecular formula: CN2O3S
Method: DFT, ωB97M-V/def2-TZVPD

Last column: Mulliken charge in e.
Positions of all 7 atoms, in Å:
1 C 0.28 1.39 0.03  0.45
2 N 1.21 2.01 0.29  -0.27
3 N -0.22 -1.31 0.41  0.58
4 O -0.79 -2.03 1.20  -0.44
5 O 0.83 -1.52 -0.19  -0.35
6 O -0.85 0.44 -1.91  -0.40
7 S -1.15 0.59 -0.45  0.43

Results
Gap between HOMO and LUMO (alpha / beta): 7.79 / 8.13 eV
Net charge: 0
E_LUMO (alpha / beta): -2.7346 / -2.6858 eV

***

In order of decreasing stability: w), x).

***

w) Molecular formula: C6H17N3
Method: DFT, ωB97M-V/def2-TZVPD

Last column: Mulliken charge in e.
Positions of all 26 atoms, in Å:
1 C -0.44 1.28 -0.95  -0.98
2 C -0.49 0.39 0.29  -0.41
3 N 0.83 -0.55 0.34  -0.28
4 N 1.97 -0.14 0.35  0.44
5 C 2.96 -1.16 0.25  -0.73
6 C 2.42 1.24 0.44  -0.85
7 N -1.58 -0.58 0.37  0.06
8 C -1.82 -1.56 -0.70  -0.83
9 C -2.78 0.31 0.57  -0.82
10 H 0.65 1.53 -1.33  0.32
11 H -0.91 2.17 -0.64  0.43
12 H -0.95 0.79 -1.87  0.34
13 H -0.60 0.88 1.28  0.59
14 H 3.97 -0.76 0.32  0.31
15 H 3.04 -1.83 -0.69  0.36
16 H 2.63 -1.92 0.90  0.37
17 H 2.69 1.61 -0.53  0.49
18 H 3.40 1.30 1.04  0.32
19 H 1.51 1.82 0.68  0.34
20 H -1.33 -1.23 1.11  0.37
21 H -2.53 -1.16 -1.53  0.34
22 H -0.84 -1.78 -1.22  0.33
23 H -2.20 -2.45 -0.24  0.39
24 H -3.07 0.86 -0.39  0.38
25 H -3.81 -0.12 0.79  0.36
26 H -2.71 1.06 1.36  0.36

Results
Gap between HOMO and LUMO: 10.59 eV
Net charge: +2
E_LUMO: -9.2123 eV

***

x) Molecular formula: C6H17N3
Method: DFT, ωB97M-V/def2-TZVPD

Last column: Mulliken charge in e.
Positions of all 26 atoms, in Å:
1 C -0.37 1.60 2.13  -1.38
2 C -1.29 0.90 1.31  0.74
3 N -1.29 0.68 0.06  0.13
4 C -2.46 0.16 -0.61  -0.84
5 C -0.20 0.93 -0.87  -0.84
6 N 0.71 -0.31 -0.99  -0.13
7 C 2.01 0.14 -1.63  -0.94
8 N 0.80 -0.79 0.43  -0.25
9 C 0.73 -2.22 0.57  -0.94
10 H 0.42 2.11 1.59  0.24
11 H 0.05 1.16 3.02  0.37
12 H -0.82 2.42 2.58  0.46
13 H -2.26 0.61 1.72  0.41
14 H -2.03 -0.66 -1.27  0.28
15 H -3.12 -0.18 0.08  0.41
16 H -3.13 0.85 -1.12  0.34
17 H -0.41 1.08 -1.88  0.54
18 H 0.37 1.75 -0.45  0.31
19 H 0.38 -1.13 -1.57  0.53
20 H 2.42 0.71 -0.87  0.47
21 H 2.59 -0.79 -1.69  0.38
22 H 1.81 0.50 -2.63  0.36
23 H 1.72 -0.44 0.66  0.25
24 H 1.44 -2.66 -0.10  0.37
25 H 0.96 -2.50 1.57  0.36
26 H -0.32 -2.48 0.40  0.37

Results
Gap between HOMO and LUMO: 10.50 eV
Net charge: +2
E_LUMO: -8.2093 eV

***

In order of decreasing stability: x), w).